No. 1
Here is C23H30FN9O4PtS2 as an isolated structure at a distorted geometry from the Open Molecules 2025 dataset. Energies are from ωB97M-V with the def2-TZVPD basis set.

Each line ends with the natural charge from an NBO analysis.
Element x y z (Å)
Pt1 0.98 -0.02 1.39  0.59
C1 4.74 0.71 5.03  -0.40
N1 4.07 -0.30 4.20  -0.39
C2 4.38 -1.61 4.31  0.14
C3 3.76 -2.56 3.57  -0.37
C4 2.76 -2.13 2.66  0.49
N2 2.46 -0.83 2.56  -0.62
C5 3.07 0.13 3.35  0.79
O1 2.76 1.31 3.28  -0.68
N3 2.10 -2.98 1.88  -0.75
H1 5.66 0.29 5.41  0.22
H2 4.10 1.02 5.85  0.23
H3 4.97 1.58 4.41  0.24
H4 5.16 -1.86 5.02  0.24
H5 4.02 -3.60 3.67  0.26
H6 2.31 -3.97 1.94  0.42
H7 1.33 -2.68 1.29  0.44
O2 -5.69 1.54 -5.03  -0.63
C6 -5.05 0.53 -4.43  0.77
O3 -4.97 -0.54 -4.95  -0.54
C7 -4.41 0.80 -3.09  -0.13
C8 -3.55 -0.20 -2.62  -0.17
C9 -2.92 -0.07 -1.41  -0.16
C10 -3.13 1.08 -0.65  -0.23
S1 -2.32 1.20 0.91  0.21
C11 -3.99 2.08 -1.09  -0.21
C12 -4.64 1.93 -2.31  -0.17
H8 -5.62 2.37 -4.55  0.49
H9 -3.42 -1.09 -3.23  0.25
H10 -2.29 -0.86 -1.02  0.22
H11 -4.18 2.95 -0.48  0.24
H12 -5.33 2.70 -2.62  0.22
C13 -1.08 -1.28 3.71  -0.25
O4 -0.37 -0.08 3.34  -0.76
H13 -2.16 -1.16 3.57  0.19
H14 -0.87 -1.54 4.75  0.19
H15 -0.74 -2.07 3.05  0.20
H16 -0.77 0.67 3.78  0.50
F1 0.54 2.55 -4.67  -0.31
C14 1.04 1.99 -3.57  0.41
C15 0.93 0.62 -3.40  -0.29
C16 1.44 0.05 -2.25  -0.14
C17 2.06 0.82 -1.27  -0.10
C18 2.48 0.20 0.02  -0.55
C19 2.19 2.19 -1.49  -0.22
C20 1.69 2.79 -2.64  -0.28
H17 0.47 0.03 -4.19  0.24
H18 1.37 -1.03 -2.10  0.21
H19 3.26 0.78 0.52  0.22
H20 2.85 -0.81 -0.15  0.22
H21 2.74 2.80 -0.78  0.22
H22 1.81 3.85 -2.84  0.24
N4 -1.49 -2.62 -3.16  -0.80
C21 -1.82 -3.76 -2.53  0.66
N5 -2.41 -4.73 -3.22  -0.75
N6 -1.59 -3.98 -1.24  -0.64
C22 -1.02 -3.07 -0.51  0.50
N7 -0.53 -2.32 0.23  -0.62
H23 -1.68 -2.49 -4.14  0.42
H24 -1.03 -1.88 -2.66  0.41
H25 -2.63 -4.65 -4.20  0.41
H26 -2.66 -5.58 -2.74  0.43
N8 0.89 3.15 1.82  -0.73
C23 0.05 3.01 0.83  0.39
N9 -0.56 4.02 0.24  -0.73
S2 -0.35 1.37 0.21  0.29
H27 1.17 4.07 2.15  0.43
H28 1.30 2.33 2.29  0.48
H29 -0.44 4.97 0.54  0.43
H30 -1.17 3.84 -0.55  0.44

HOMO-LUMO gap, eV: 7.37
Charge: +2
Energy above the lowest of the compared OMol25 structures with the same formula, charge and spin, kcal per mole: 10.9

No. 2
Here is C23H30N2O2S2Si2Yb as an isolated structure at a distorted geometry from the Open Molecules 2025 dataset. Energies are from ωB97M-V with the def2-TZVPD basis set.

Each line ends with the natural charge from an NBO analysis.
Element x y z (Å)
C1 -7.25 3.17 0.91  -0.11
C2 -6.13 2.74 1.09  -0.57
Si1 -4.64 1.63 1.29  1.87
O1 -3.29 2.62 1.27  -1.10
O2 -4.64 0.46 0.09  -1.20
Si2 -3.15 -0.29 -0.17  1.94
C3 -3.52 -1.68 -1.43  -0.91
C4 -2.25 -2.51 -1.83  -0.62
C5 -2.43 -1.14 1.37  -0.92
C6 -0.89 -0.92 1.58  -0.41
C7 0.02 -2.03 0.95  -0.55
S1 1.26 -2.65 2.16  0.57
C8 2.74 -1.85 1.74  0.04
S2 4.20 -2.49 2.32  -0.48
N1 2.62 -0.69 0.94  -0.56
C9 3.21 -0.84 -0.38  0.11
C10 3.34 -2.13 -0.96  -0.24
C11 3.87 -2.29 -2.25  -0.20
C12 4.31 -1.21 -3.03  -0.20
C13 4.17 0.08 -2.46  -0.18
C14 3.63 0.24 -1.18  -0.24
C15 3.05 0.50 1.66  0.18
C16 4.38 0.94 1.78  -0.27
C17 4.73 2.10 2.51  -0.20
C18 3.71 2.84 3.13  -0.18
C19 2.37 2.40 3.05  -0.19
C20 2.04 1.23 2.32  -0.22
C21 -1.89 0.85 -1.06  -0.98
C22 -2.49 1.38 -2.37  0.33
C23 -1.85 0.85 -3.69  -0.69
N2 -3.48 2.19 -2.33  -0.62
H1 -8.29 3.47 0.88  0.25
H2 -4.76 0.99 2.60  -0.23
H3 -3.51 3.51 0.95  0.52
H4 -3.91 -1.22 -2.36  0.24
H5 -4.35 -2.30 -1.03  0.25
H6 -2.47 -3.08 -2.75  0.23
H7 -2.07 -3.26 -1.03  0.19
H8 -1.38 -1.86 -2.04  0.19
H9 -2.62 -2.23 1.27  0.24
H10 -2.94 -0.82 2.30  0.27
H11 -0.71 -0.91 2.67  0.21
H12 -0.60 0.08 1.21  0.23
H13 -0.58 -2.88 0.56  0.27
H14 0.53 -1.59 0.07  0.27
H15 3.02 -3.05 -0.46  0.21
H16 3.95 -3.29 -2.69  0.23
H17 4.74 -1.30 -4.03  0.24
H18 4.48 0.99 -2.99  0.24
H19 3.54 1.25 -0.75  0.23
H20 5.18 0.38 1.27  0.23
H21 5.79 2.38 2.52  0.23
H22 4.00 3.74 3.69  0.24
H23 1.58 2.96 3.56  0.24
H24 0.99 0.95 2.31  0.24
H25 -0.98 0.25 -1.28  0.22
H26 -1.56 1.70 -0.43  0.28
H27 -0.78 0.66 -3.50  0.21
H28 -2.32 -0.14 -3.87  0.23
H29 -2.04 1.58 -4.49  0.23
H30 -3.70 2.40 -3.31  0.34
Yb1 6.05 -2.88 4.12  1.85

HOMO-LUMO gap, eV: 3.74
Charge: +2

No. 3
Here is C23H30N4O5S in the gas phase at a distorted geometry from the Open Molecules 2025 dataset. Energies are from ωB97M-V with the def2-TZVPD basis set.

Each line ends with the natural charge from an NBO analysis.
Element x y z (Å)
C1 -3.89 -1.02 2.93  -0.62
C2 -2.62 -0.55 2.24  -0.21
N1 -2.74 -0.42 0.80  -0.70
C3 -2.45 -1.53 -0.08  -0.22
C4 -3.47 -2.66 -0.06  -0.63
S1 -3.76 0.73 0.20  2.32
O1 -3.95 1.72 1.22  -0.94
O2 -4.93 0.16 -0.42  -0.95
C5 -2.74 1.46 -1.09  -0.24
C6 -3.31 1.87 -2.28  -0.19
C7 -2.51 2.46 -3.25  -0.22
C8 -1.16 2.63 -3.02  -0.14
C9 -0.60 2.24 -1.81  -0.14
C10 0.87 2.36 -1.62  0.70
O3 1.66 2.25 -2.55  -0.66
N2 1.28 2.62 -0.36  -0.59
C11 2.67 2.58 0.04  -0.15
C12 3.00 1.09 0.21  0.69
O4 3.07 0.49 1.25  -0.61
N3 3.18 0.48 -1.01  -0.48
N4 2.97 -0.89 -1.07  -0.45
C13 1.72 -1.38 -0.82  0.65
O5 0.76 -0.64 -0.73  -0.63
C14 1.63 -2.86 -0.76  -0.08
C15 0.54 -3.49 -1.35  -0.20
C16 0.41 -4.86 -1.29  -0.20
C17 1.36 -5.62 -0.63  -0.20
C18 2.44 -5.00 -0.01  -0.21
C19 2.58 -3.62 -0.08  -0.22
C20 2.95 3.46 1.26  -0.21
C21 2.09 3.09 2.47  -0.63
C22 4.43 3.37 1.62  -0.61
C23 -1.40 1.65 -0.84  -0.19
H1 -3.75 -1.00 4.01  0.21
H2 -4.17 -2.02 2.63  0.20
H3 -4.70 -0.33 2.68  0.22
H4 -2.36 0.44 2.61  0.22
H5 -1.79 -1.23 2.44  0.21
H6 -1.45 -1.90 0.16  0.22
H7 -2.41 -1.10 -1.09  0.21
H8 -3.26 -3.36 -0.86  0.21
H9 -4.47 -2.25 -0.19  0.23
H10 -3.43 -3.21 0.88  0.20
H11 -4.37 1.70 -2.44  0.24
H12 -2.94 2.77 -4.19  0.22
H13 -0.52 3.06 -3.77  0.23
H14 0.60 2.58 0.39  0.41
H15 3.25 2.96 -0.82  0.24
H16 2.89 1.00 -1.84  0.43
H17 3.78 -1.49 -1.01  0.40
H18 -0.19 -2.88 -1.86  0.23
H19 -0.43 -5.34 -1.76  0.22
H20 1.26 -6.69 -0.58  0.22
H21 3.17 -5.59 0.52  0.22
H22 3.40 -3.14 0.43  0.22
H23 2.72 4.49 0.97  0.21
H24 2.21 2.04 2.71  0.24
H25 2.41 3.67 3.33  0.22
H26 1.04 3.31 2.30  0.19
H27 4.67 4.07 2.42  0.21
H28 4.68 2.37 1.95  0.22
H29 5.05 3.62 0.76  0.21
H30 -1.00 1.26 0.09  0.24

HOMO-LUMO gap, eV: 9.74
Energy above the lowest of the compared OMol25 structures with the same formula, charge and spin, kcal per mole: 37.8

No. 4
Here is C23H30N6O in the gas phase from the Open Molecules 2025 dataset. Energies are from ωB97M-V with the def2-TZVPD basis set.

Each line ends with the natural charge from an NBO analysis.
Element x y z (Å)
C1 4.15 -6.26 3.76  -0.60
C2 3.61 -5.68 2.47  -0.30
C3 4.74 -5.17 1.57  -0.60
C4 2.69 -4.49 2.78  0.69
O1 2.78 -3.83 3.79  -0.62
N1 1.79 -4.26 1.78  -0.60
C5 0.82 -3.26 1.66  0.14
C6 0.64 -2.28 2.65  -0.26
C7 -0.33 -1.30 2.52  -0.21
C8 -1.12 -1.31 1.39  0.07
C9 -0.95 -2.29 0.38  0.18
C10 0.03 -3.27 0.52  -0.26
N2 -1.86 -2.08 -0.62  -0.50
C11 -2.54 -1.03 -0.26  0.41
C12 -3.64 -0.44 -1.06  -0.45
C13 -3.13 0.59 -2.08  -0.20
N3 -2.44 1.69 -1.41  -0.48
C14 -2.86 3.00 -1.85  -0.23
C15 -2.19 4.06 -0.97  -0.21
N4 -0.76 3.96 -1.04  -0.42
C16 0.00 4.66 -1.95  0.39
C17 -0.43 5.87 -2.53  -0.31
C18 0.44 6.54 -3.37  -0.14
C19 1.70 6.02 -3.62  -0.32
C20 2.03 4.83 -3.00  0.07
N5 1.22 4.17 -2.19  -0.50
C21 -0.32 2.64 -0.64  -0.22
C22 -0.99 1.57 -1.50  -0.24
N6 -2.15 -0.52 0.95  -0.36
C23 -2.69 0.63 1.62  -0.42
H1 4.63 -5.48 4.34  0.23
H2 4.88 -7.05 3.55  0.20
H3 3.35 -6.68 4.36  0.21
H4 3.04 -6.44 1.93  0.20
H5 5.31 -4.40 2.09  0.22
H6 5.42 -5.98 1.32  0.21
H7 4.36 -4.74 0.65  0.21
H8 1.82 -4.89 0.99  0.39
H9 1.27 -2.30 3.52  0.26
H10 -0.45 -0.56 3.30  0.21
H11 0.16 -4.02 -0.25  0.21
H12 -4.13 -1.25 -1.62  0.24
H13 -4.38 0.03 -0.41  0.21
H14 -2.47 0.08 -2.80  0.20
H15 -3.99 0.98 -2.63  0.20
H16 -3.94 3.08 -1.76  0.20
H17 -2.58 3.20 -2.91  0.17
H18 -2.53 5.06 -1.25  0.21
H19 -2.48 3.89 0.08  0.20
H20 -1.40 6.28 -2.33  0.21
H21 0.13 7.46 -3.83  0.21
H22 2.40 6.52 -4.27  0.22
H23 3.00 4.36 -3.14  0.19
H24 0.76 2.59 -0.75  0.26
H25 -0.60 2.50 0.41  0.19
H26 -0.69 0.58 -1.16  0.22
H27 -0.64 1.69 -2.54  0.18
H28 -3.60 0.36 2.17  0.20
H29 -1.96 1.00 2.33  0.21
H30 -2.92 1.40 0.89  0.24

HOMO-LUMO gap, eV: 8.49
Energy above the lowest of the compared OMol25 structures with the same formula, charge and spin, kcal per mole: 0.0

What did the fourth record say?
Here is C23H30N6O in the gas phase from the Open Molecules 2025 dataset. Energies are from ωB97M-V with the def2-TZVPD basis set.

Each line ends with the natural charge from an NBO analysis.
Element x y z (Å)
C1 4.15 -6.26 3.76  -0.60
C2 3.61 -5.68 2.47  -0.30
C3 4.74 -5.17 1.57  -0.60
C4 2.69 -4.49 2.78  0.69
O1 2.78 -3.83 3.79  -0.62
N1 1.79 -4.26 1.78  -0.60
C5 0.82 -3.26 1.66  0.14
C6 0.64 -2.28 2.65  -0.26
C7 -0.33 -1.30 2.52  -0.21
C8 -1.12 -1.31 1.39  0.07
C9 -0.95 -2.29 0.38  0.18
C10 0.03 -3.27 0.52  -0.26
N2 -1.86 -2.08 -0.62  -0.50
C11 -2.54 -1.03 -0.26  0.41
C12 -3.64 -0.44 -1.06  -0.45
C13 -3.13 0.59 -2.08  -0.20
N3 -2.44 1.69 -1.41  -0.48
C14 -2.86 3.00 -1.85  -0.23
C15 -2.19 4.06 -0.97  -0.21
N4 -0.76 3.96 -1.04  -0.42
C16 0.00 4.66 -1.95  0.39
C17 -0.43 5.87 -2.53  -0.31
C18 0.44 6.54 -3.37  -0.14
C19 1.70 6.02 -3.62  -0.32
C20 2.03 4.83 -3.00  0.07
N5 1.22 4.17 -2.19  -0.50
C21 -0.32 2.64 -0.64  -0.22
C22 -0.99 1.57 -1.50  -0.24
N6 -2.15 -0.52 0.95  -0.36
C23 -2.69 0.63 1.62  -0.42
H1 4.63 -5.48 4.34  0.23
H2 4.88 -7.05 3.55  0.20
H3 3.35 -6.68 4.36  0.21
H4 3.04 -6.44 1.93  0.20
H5 5.31 -4.40 2.09  0.22
H6 5.42 -5.98 1.32  0.21
H7 4.36 -4.74 0.65  0.21
H8 1.82 -4.89 0.99  0.39
H9 1.27 -2.30 3.52  0.26
H10 -0.45 -0.56 3.30  0.21
H11 0.16 -4.02 -0.25  0.21
H12 -4.13 -1.25 -1.62  0.24
H13 -4.38 0.03 -0.41  0.21
H14 -2.47 0.08 -2.80  0.20
H15 -3.99 0.98 -2.63  0.20
H16 -3.94 3.08 -1.76  0.20
H17 -2.58 3.20 -2.91  0.17
H18 -2.53 5.06 -1.25  0.21
H19 -2.48 3.89 0.08  0.20
H20 -1.40 6.28 -2.33  0.21
H21 0.13 7.46 -3.83  0.21
H22 2.40 6.52 -4.27  0.22
H23 3.00 4.36 -3.14  0.19
H24 0.76 2.59 -0.75  0.26
H25 -0.60 2.50 0.41  0.19
H26 -0.69 0.58 -1.16  0.22
H27 -0.64 1.69 -2.54  0.18
H28 -3.60 0.36 2.17  0.20
H29 -1.96 1.00 2.33  0.21
H30 -2.92 1.40 0.89  0.24

HOMO-LUMO gap, eV: 8.49
Energy above the lowest of the compared OMol25 structures with the same formula, charge and spin, kcal per mole: 0.0